# 1
Molecular formula: C39H86N5O14P3
Method: DFT, ωB97M-V/def2-TZVPD

```
! wB97M-V def2-TZVPD RIJCOSX def2/J DEFGRID3
* xyz 0 1
C 13.331 -17.699 18.406
C 13.704 -16.940 17.152
C 14.432 -17.807 16.065
C 12.389 -16.453 16.504
C 11.710 -15.336 17.350
C 12.746 -14.168 17.483
C 14.125 -14.496 18.060
C 15.119 -13.406 17.679
C 14.041 -14.494 19.608
N 14.618 -15.763 17.472
O 15.858 -16.127 17.883
H 12.872 -17.057 19.157
H 12.602 -18.475 18.170
H 14.137 -18.217 18.927
H 15.405 -18.185 16.377
H 14.030 -18.739 15.669
H 14.638 -17.211 15.176
H 12.568 -16.042 15.511
H 11.703 -17.290 16.374
H 10.823 -14.989 16.819
H 11.437 -15.760 18.316
H 12.318 -13.336 18.043
H 12.883 -13.873 16.442
H 14.584 -12.458 17.618
H 15.420 -13.605 16.650
H 16.004 -13.376 18.314
H 13.799 -13.630 20.227
H 14.888 -14.877 20.177
H 13.201 -15.070 19.998
H 16.363 -15.828 17.123
C 8.751 -15.910 23.301
C 9.588 -17.261 23.302
C 11.052 -16.986 23.623
C 8.853 -18.151 24.374
C 9.280 -19.594 24.307
C 9.041 -20.145 22.932
C 9.658 -19.397 21.797
C 11.190 -19.750 21.770
C 9.123 -19.895 20.466
N 9.414 -17.941 21.986
O 9.685 -17.131 20.896
H 9.116 -15.280 22.489
H 7.672 -16.038 23.225
H 8.831 -15.370 24.245
H 11.217 -16.834 24.690
H 11.648 -17.873 23.407
H 11.546 -16.207 23.043
H 9.083 -17.786 25.375
H 7.787 -17.998 24.207
H 10.346 -19.693 24.508
H 8.891 -20.227 25.104
H 7.956 -20.097 22.846
H 9.431 -21.163 22.962
H 11.572 -20.069 22.740
H 11.801 -18.971 21.315
H 11.387 -20.580 21.090
H 8.994 -20.977 20.438
H 9.741 -19.661 19.599
H 8.192 -19.375 20.235
H 8.823 -17.057 20.479
C 7.363 -13.078 23.864
O 6.306 -12.100 23.875
P 6.558 -10.685 24.558
O 7.672 -10.073 23.775
O 5.219 -9.915 24.409
C 5.016 -9.145 23.230
O 6.863 -11.052 26.101
C 6.452 -10.168 27.076
H 7.072 -13.930 23.250
H 7.661 -13.302 24.889
H 8.304 -12.818 23.379
H 5.328 -8.103 23.292
H 3.937 -9.190 23.082
H 5.424 -9.640 22.349
H 7.116 -10.494 27.876
H 5.423 -10.350 27.387
H 6.764 -9.175 26.754
C 7.102 -12.640 13.398
O 6.752 -12.264 14.760
P 7.812 -12.654 15.931
O 8.552 -13.931 15.727
O 8.705 -11.280 16.090
C 8.081 -10.152 16.697
O 6.890 -12.623 17.227
C 6.042 -13.690 17.627
H 7.647 -11.839 12.898
H 6.131 -12.826 12.940
H 7.694 -13.551 13.309
H 8.543 -9.264 16.264
H 8.132 -10.217 17.784
H 7.061 -10.052 16.325
H 5.056 -13.282 17.850
H 6.487 -14.137 18.516
H 5.783 -14.467 16.907
C 12.321 -11.951 28.496
O 11.814 -13.136 28.087
P 10.166 -13.404 27.884
O 9.346 -13.560 29.180
O 9.639 -12.155 27.078
C 10.309 -11.677 25.935
O 10.062 -14.738 26.924
C 10.223 -16.012 27.560
H 13.081 -11.586 27.805
H 12.800 -12.096 29.464
H 11.592 -11.150 28.618
H 10.820 -12.501 25.438
H 11.065 -10.916 26.126
H 9.658 -11.332 25.132
H 10.489 -15.987 28.616
H 10.882 -16.718 27.054
H 9.246 -16.493 27.526
C 9.052 -11.902 20.119
C 9.427 -13.391 19.740
C 10.639 -13.859 20.446
C 10.799 -13.551 21.861
N 10.998 -13.314 22.997
H 9.286 -11.656 21.155
H 7.972 -11.761 20.076
H 9.543 -11.073 19.611
H 9.457 -13.510 18.657
H 8.664 -14.114 20.028
H 11.426 -13.289 19.954
H 10.929 -14.903 20.322
C 6.841 -8.199 20.075
C 7.307 -7.422 21.335
C 6.581 -6.093 21.474
C 6.722 -5.255 20.306
N 6.728 -4.578 19.336
H 7.429 -9.112 19.993
H 6.965 -7.771 19.080
H 5.785 -8.463 20.129
H 8.363 -7.152 21.308
H 7.333 -7.917 22.306
H 6.845 -5.620 22.420
H 5.497 -6.208 21.468
C 10.008 -7.429 17.989
C 11.150 -6.829 18.835
C 12.458 -7.677 18.866
C 12.285 -9.062 19.197
N 12.221 -10.183 19.394
H 10.223 -7.353 16.923
H 9.045 -6.957 18.185
H 9.813 -8.479 18.206
H 10.920 -6.781 19.899
H 11.405 -5.803 18.570
H 12.950 -7.254 19.742
H 12.972 -7.592 17.908
*
```

Properties
total energy = -3888.8261 Eh
structure (SMILES) = CC1(C)CCCC(C)(C)N1O.CC1(C)CCCC(C)(C)N1O.COP(=O)(OC)OC.COP(=O)(OC)OC.COP(=O)(OC)OC.CCCC#N.CCCC#N.CCCC#N
LUMO energy = 0.36 eV
orbital gap = 8.2 eV
HOMO = -7.85 eV

***

# 2
Molecular formula: C5H11N3
Method: DFT, ωB97M-V/def2-TZVPD

```
! wB97M-V def2-TZVPD RIJCOSX def2/J DEFGRID3
* xyz 2 1
C -0.796 1.652 0.064
C 0.351 0.818 -0.092
N 1.615 1.260 -0.243
C 2.427 0.136 -0.127
N 1.764 -0.916 0.061
N 0.362 -0.625 0.035
C -0.333 -1.311 -1.075
C -0.183 -1.072 1.343
H -0.630 2.616 0.484
H -1.595 1.210 0.585
H -1.352 1.831 -0.931
H 1.929 2.318 -0.380
H 3.511 0.060 -0.188
H -1.447 -1.467 -1.011
H -0.116 -1.092 -2.105
H -0.111 -2.471 -1.002
H -0.133 -2.176 1.387
H 0.371 -0.801 2.198
H -1.111 -0.636 1.224
*
```

Properties
energy relative to the best compared isomer or geometry (same formula, charge and spin) = 544.5 kJ/mol
total energy = -360.5953 Eh
structure (SMILES) = CC1=[NH+]C=N[N+]1(C)C
LUMO energy = -10.82 eV
orbital gap = 10.3 eV
HOMO = -21.16 eV

***

# 3
Molecular formula: C3H3ORb
Method: DFT, ωB97M-V/def2-TZVPD

```
! wB97M-V def2-TZVPD RIJCOSX def2/J DEFGRID3
* xyz 0 1
C 0.077 0.212 -1.545
C 0.392 0.554 -0.305
O -0.060 -0.154 0.824
C -1.174 -0.898 0.888
Rb 0.007 -1.301 4.243
H 0.094 0.968 -2.332
H -0.391 -0.752 -1.756
H 1.055 1.370 -0.016
*
```

Properties
energy relative to the best compared isomer or geometry (same formula, charge and spin) = 151.0 kJ/mol
total energy = -215.1799 Eh
LUMO energy (spin up / spin down) = -0.76 / -0.71 eV
orbital gap (spin up / spin down) = 3.6 / 3.4 eV
HOMO (spin up / spin down) = -4.32 / -4.15 eV

***

# 4
Molecular formula: C26H45N5O5P
Method: DFT, ωB97M-V/def2-TZVPD

```
! wB97M-V def2-TZVPD RIJCOSX def2/J DEFGRID3
* xyz 1 1
C -8.438 2.388 -4.220
O -7.288 2.592 -5.012
C -6.125 2.322 -4.279
C -4.919 2.452 -5.178
C -3.583 2.394 -4.450
C -3.412 1.203 -3.499
C -2.358 1.439 -2.412
N -1.120 0.669 -2.563
C -1.091 -0.658 -2.619
N -2.167 -1.479 -2.555
C -1.678 -2.710 -2.639
P -2.439 -4.383 -2.580
C -3.305 -4.666 -4.158
C -3.675 -4.233 -1.252
N -0.339 -2.693 -2.754
N 0.053 -1.380 -2.730
C 1.453 -0.989 -2.791
C 2.021 -0.636 -1.400
C 2.691 -1.789 -0.670
C 1.740 -2.907 -0.214
C 2.182 -3.625 1.068
C 1.079 -3.659 2.155
C 1.537 -3.161 3.527
C 2.114 -1.768 3.434
O 2.170 -1.173 4.728
C 2.492 0.162 4.674
C 1.547 1.050 5.426
O 3.474 0.571 4.071
H -9.314 2.693 -4.775
H -8.525 1.339 -3.930
H -8.374 2.968 -3.297
H -6.186 1.297 -3.896
H -6.029 2.982 -3.409
H -4.956 1.681 -5.945
H -4.993 3.404 -5.696
H -3.382 3.324 -3.919
H -2.811 2.304 -5.211
H -4.339 0.935 -3.008
H -3.156 0.335 -4.096
H -2.087 2.486 -2.394
H -2.785 1.232 -1.435
H -0.258 1.180 -2.590
H -3.786 -5.633 -4.045
H -2.575 -4.773 -4.949
H -4.079 -3.950 -4.414
H -3.127 -3.969 -0.352
H -4.148 -5.186 -1.063
H -4.405 -3.446 -1.414
H 0.316 -3.454 -2.825
H 1.544 -0.106 -3.416
H 2.027 -1.770 -3.274
H 1.187 -0.263 -0.807
H 2.722 0.186 -1.497
H 3.206 -1.384 0.196
H 3.462 -2.204 -1.317
H 1.682 -3.642 -1.018
H 0.733 -2.505 -0.127
H 2.369 -4.661 0.809
H 3.110 -3.226 1.456
H 0.193 -3.113 1.839
H 0.756 -4.688 2.281
H 2.251 -3.874 3.932
H 0.689 -3.127 4.206
H 3.116 -1.786 3.011
H 1.494 -1.183 2.749
H 0.656 0.496 5.695
H 1.297 1.894 4.798
H 2.033 1.427 6.317
C 7.425 4.162 4.372
C 6.276 3.483 3.989
C 5.119 3.594 4.743
C 5.136 4.389 5.874
C 6.273 5.065 6.277
C 7.424 4.948 5.517
N 3.910 4.521 6.674
O 2.926 3.910 6.301
O 3.948 5.225 7.656
H 8.325 4.076 3.779
H 6.279 2.866 3.102
H 4.226 3.061 4.453
H 6.265 5.676 7.168
H 8.321 5.472 5.816
*
```

Properties
total energy = -2008.6959 Eh
LUMO energy = -2.68 eV
orbital gap = 8.6 eV
HOMO = -11.26 eV

***

# 5
Molecular formula: C21H29N4OS4SiTc
Method: DFT, ωB97M-V/def2-TZVPD

```
! wB97M-V def2-TZVPD RIJCOSX def2/J DEFGRID3
* xyz 1 2
Tc -0.321 -0.139 0.232
N -1.079 -0.296 -1.840
C 0.096 -0.148 -2.730
C 0.823 1.128 -2.353
N 1.095 1.226 -0.895
C 1.029 2.664 -0.500
C -0.332 2.965 0.070
N -0.583 1.962 1.122
C 2.399 0.650 -0.481
C 2.506 0.571 1.043
N 1.361 -0.157 1.656
H -1.548 -1.183 -2.011
H -1.748 0.426 -2.094
H -0.202 -0.098 -3.781
H 0.726 -1.025 -2.608
H 0.173 1.972 -2.597
H 1.743 1.252 -2.933
H 1.272 3.310 -1.346
H 1.783 2.862 0.262
H -1.115 2.838 -0.678
H -0.391 3.988 0.448
H -1.524 2.136 1.480
H 0.030 2.131 1.916
H 3.229 1.255 -0.865
H 2.489 -0.341 -0.921
H 2.519 1.574 1.470
H 3.461 0.113 1.307
H 1.216 0.144 2.616
H 1.579 -1.149 1.706
O -1.215 -7.075 0.819
C -1.017 -5.905 0.747
S 0.180 -5.180 -0.374
C -0.076 -3.536 0.106
C -1.011 -3.306 1.094
S -1.284 -1.766 1.732
S -1.853 -4.687 1.743
S 0.867 -2.277 -0.549
C -5.536 -3.212 -1.147
C -5.300 -3.086 0.213
C -4.495 -2.063 0.689
C -3.901 -1.138 -0.175
C -4.175 -1.273 -1.540
C -4.976 -2.297 -2.025
Si -2.775 0.198 0.536
C -3.418 1.882 -0.062
C -3.831 2.811 0.895
C -4.342 4.052 0.536
C -4.461 4.390 -0.801
C -4.069 3.482 -1.776
C -3.555 2.251 -1.406
H -6.165 -4.009 -1.519
H -5.746 -3.786 0.907
H -4.323 -1.984 1.756
H -3.795 -0.555 -2.256
H -5.174 -2.373 -3.086
H -3.026 0.277 2.003
H -3.774 2.555 1.947
H -4.659 4.747 1.301
H -4.870 5.350 -1.086
H -4.177 3.732 -2.823
H -3.282 1.565 -2.199
*
```

Properties
energy relative to the best compared isomer or geometry (same formula, charge and spin) = 0.0 kJ/mol
total energy = -3074.7914 Eh
LUMO energy (spin up / spin down) = -2.47 / -4.49 eV
orbital gap (spin up / spin down) = 7.5 / 5.8 eV
HOMO (spin up / spin down) = -9.95 / -10.29 eV

***

# 6
Molecular formula: H16NO6
Method: DFT, ωB97M-V/def2-TZVPD

```
! wB97M-V def2-TZVPD RIJCOSX def2/J DEFGRID3
* xyz 1 1
N 0.578 -0.024 1.273
H 1.162 0.352 0.523
H 1.198 -0.416 1.974
H 0.203 0.833 1.674
H -0.177 -0.677 0.942
H -0.790 -0.007 4.220
H -0.990 -1.458 3.671
O -0.863 -0.538 3.421
H 3.119 -1.317 -0.687
H 2.335 -0.196 -1.462
O 2.613 -0.508 -0.586
H 0.732 1.647 -1.607
H -0.061 2.931 -1.274
O 0.220 2.088 -0.896
H -2.182 -1.496 1.574
H -1.887 -0.902 0.128
O -1.665 -1.623 0.772
H 0.114 -0.145 -2.887
H 1.271 0.341 -3.740
O 0.967 0.312 -2.823
H -2.680 0.099 -1.745
H -1.389 0.779 -1.138
O -1.829 -0.074 -1.329
*
```

Properties
energy relative to the best compared isomer or geometry (same formula, charge and spin) = 87.9 kJ/mol
total energy = -515.5952 Eh
LUMO energy = -2.85 eV
orbital gap = 12.1 eV
HOMO = -14.97 eV

***

# 7
Molecular formula: C27H40AsBr2INO3PdSi3
Method: DFT, ωB97M-V/def2-TZVPD

```
! wB97M-V def2-TZVPD RIJCOSX def2/J DEFGRID3
* xyz -2 2
Pd -0.205 -0.506 -0.183
C 1.211 -4.188 0.167
Si 1.126 -3.347 1.858
C -0.128 -4.354 2.879
C 2.773 -3.806 2.722
As 1.110 -1.019 1.701
Si 0.299 -0.404 3.800
C 1.729 0.606 4.572
C -0.040 -1.680 5.174
C -1.180 0.782 3.786
Si -2.257 -1.489 0.168
C -2.538 -2.981 -1.015
C -3.605 -0.254 -0.477
C -3.068 -2.067 1.820
H 1.976 -4.973 0.134
H 1.471 -3.431 -0.578
H 0.253 -4.625 -0.126
H 0.142 -5.416 2.865
H -1.146 -4.257 2.490
H -0.138 -4.020 3.920
H 2.960 -4.887 2.755
H 2.765 -3.426 3.751
H 3.606 -3.322 2.204
H 2.610 -0.037 4.661
H 1.500 1.014 5.567
H 2.004 1.435 3.911
H 0.793 -2.387 5.240
H -0.954 -2.253 4.990
H -0.143 -1.184 6.146
H -0.876 1.712 3.298
H -1.550 1.011 4.792
H -1.994 0.373 3.184
H -2.610 -2.618 -2.044
H -3.458 -3.535 -0.769
H -1.700 -3.681 -0.978
H -3.261 0.236 -1.393
H -3.809 0.519 0.274
H -4.551 -0.776 -0.699
H -2.980 -3.150 1.956
H -4.137 -1.814 1.817
H -2.608 -1.585 2.688
Br -0.994 -2.114 -5.279
C 0.907 -2.186 -5.302
C 1.464 -2.555 -6.523
C 2.837 -2.647 -6.666
C 3.654 -2.382 -5.579
C 3.091 -2.031 -4.365
C 1.710 -1.914 -4.187
C 1.235 -1.490 -2.784
O 0.025 -1.220 -2.641
O 2.147 -1.424 -1.933
H 0.813 -2.779 -7.357
H 3.256 -2.923 -7.627
H 4.731 -2.458 -5.680
H 3.701 -1.828 -3.496
O -1.220 1.850 0.774
N -1.358 3.098 0.807
C -2.454 3.693 0.264
C -2.607 5.059 0.294
C -1.638 5.872 0.870
C -0.530 5.251 1.423
C -0.410 3.880 1.393
H -3.157 3.005 -0.182
H -3.497 5.492 -0.142
H -1.744 6.948 0.869
H 0.257 5.831 1.886
H 0.427 3.332 1.800
Br 3.338 4.516 -0.368
C 1.820 4.641 -1.502
C 1.472 5.903 -1.966
C 0.394 6.056 -2.822
C -0.313 4.937 -3.236
C 0.046 3.683 -2.770
C 1.116 3.506 -1.893
I 1.566 1.526 -1.273
H 2.052 6.763 -1.653
H 0.114 7.044 -3.170
H -1.133 5.042 -3.938
H -0.513 2.805 -3.075
*
```

Properties
energy relative to the best compared isomer or geometry (same formula, charge and spin) = 170.0 kJ/mol
total energy = -10011.2155 Eh
LUMO energy (spin up / spin down) = 3.85 / 3.85 eV
orbital gap (spin up / spin down) = 2.7 / 4.8 eV
HOMO (spin up / spin down) = 1.13 / -0.95 eV

***

# 8
Molecular formula: C20H31NO2
Method: DFT, ωB97M-V/def2-TZVPD

```
! wB97M-V def2-TZVPD RIJCOSX def2/J DEFGRID3
* xyz 0 1
C 3.975 0.700 -5.332
C 2.558 0.941 -4.904
C 1.531 1.020 -5.830
C 0.230 1.246 -5.408
C -0.053 1.394 -4.068
C 0.972 1.315 -3.123
O 0.582 1.494 -1.827
C 1.509 1.328 -0.780
C 1.832 -0.150 -0.462
O 2.538 -0.220 0.747
C 0.572 -1.037 -0.398
N -0.133 -0.840 0.854
C -0.768 -2.046 1.390
C -2.129 -1.598 1.937
C -3.125 -2.750 1.994
C -2.490 -0.523 0.913
C -1.154 0.214 0.854
C -1.023 1.083 2.110
C -1.084 0.284 3.427
C 0.323 -0.154 3.848
C -1.619 1.206 4.531
C -2.026 -0.936 3.318
C 2.272 1.086 -3.550
H 4.354 -0.221 -4.890
H 4.046 0.620 -6.413
H 4.616 1.516 -5.000
H 1.744 0.904 -6.882
H -0.568 1.308 -6.133
H -1.059 1.576 -3.722
H 2.442 1.870 -0.977
H 1.037 1.783 0.095
H 2.494 -0.548 -1.239
H 1.862 -0.221 1.444
H -0.055 -0.844 -1.281
H 0.910 -2.076 -0.437
H -0.138 -2.507 2.156
H -0.930 -2.791 0.599
H -4.095 -2.397 2.337
H -2.778 -3.521 2.679
H -3.253 -3.197 1.010
H -3.314 0.113 1.227
H -2.734 -0.972 -0.052
H -1.061 0.839 -0.038
H -0.085 1.640 2.082
H -1.835 1.813 2.088
H 0.774 -0.808 3.111
H 0.966 0.716 3.974
H 0.284 -0.681 4.800
H -1.663 0.677 5.481
H -2.620 1.563 4.293
H -0.969 2.071 4.651
H -1.716 -1.685 4.051
H -3.036 -0.619 3.592
H 3.086 1.021 -2.845
*
```

Properties
energy relative to the best compared isomer or geometry (same formula, charge and spin) = 0.0 kJ/mol
total energy = -985.9320 Eh
structure (SMILES) = Cc1cccc(OC[C@@H](O)CN2C[C@]3(C)C[C@H]2CC(C)(C)C3)c1
LUMO energy = 0.74 eV
orbital gap = 9.1 eV
HOMO = -8.40 eV